[1]
{
  "formula": "CHClO4S2",
  "method": "wB97M-V/def2-TZVPD",
  "symbols": ["C", "O", "O", "O", "O", "S", "S", "Cl", "H"],
  "coordinates": [[0.013008, 0.200505, 0.640196], [-0.124348, -0.253025, -0.395663], [0.897508, -1.891472, 0.751626], [2.241381, -1.001175, -1.181430], [2.994699, 1.171690, -1.139569], [0.783463, -1.873186, -0.718090], [2.671160, 0.229752, -0.110084], [4.391770, -0.190116, 0.880300], [0.591731, -0.555469, 1.294879]],
  "forces_ev_per_angstrom": [[0.30, 2.37, 5.70], [-3.81, 2.68, -7.15], [1.36, -3.12, 0.62], [-0.89, -1.48, 1.01], [0.57, 1.00, 0.37], [3.25, -1.36, 0.67], [-0.95, 0.41, -1.70], [0.51, -0.66, -0.07], [-0.36, 0.16, 0.56]],
  "e_tot_ha": -1596.01815,
  "spin_multiplicity": 1,
  "relative_energy_kcal_mol": 34.4,
  "homo_ev": [-9.02, -9.02],
  "charge": 0,
  "gap_ev": [8.22, 8.22]
}

[2]
{
  "formula": "CHClOS2",
  "method": "wB97M-V/def2-TZVPD",
  "symbols": ["O", "C", "S", "S", "Cl", "H"],
  "coordinates": [[-0.430091, -2.039859, -0.065562], [-0.980841, -1.021833, 0.020707], [-2.226173, -0.016177, -0.683223], [-1.041711, 0.429671, 1.021469], [2.617466, 0.840587, -0.472171], [2.061352, 1.807610, 0.178780]],
  "forces_ev_per_angstrom": [[0.59, -1.20, -0.22], [-0.56, 1.25, 0.29], [-0.27, -0.15, -0.47], [0.26, 0.11, 0.41], [-0.17, 0.28, 0.19], [0.15, -0.30, -0.20]],
  "e_tot_ha": -1370.48295,
  "spin_multiplicity": 1,
  "relative_energy_kcal_mol": 17.0,
  "smiles": "O=C1SS1.Cl",
  "homo_ev": -9.29,
  "charge": 0,
  "gap_ev": 8.49
}

[3]
{
  "formula": "CHCuO4",
  "method": "wB97M-V/def2-TZVPD",
  "symbols": ["O", "H", "O", "O", "O", "C", "Cu"],
  "coordinates": [[-0.723806, 0.711798, -0.051108], [-0.813016, 1.487235, 0.510087], [1.331294, 0.656400, -0.574873], [0.797586, -1.354813, 0.125802], [0.162022, -0.735958, 1.295629], [0.511046, 0.060022, 0.151173], [-1.265126, -0.824684, -1.456710]],
  "forces_ev_per_angstrom": [[-3.59, -0.51, -1.52], [-0.03, -0.10, -0.03], [1.26, 0.65, 1.87], [-2.39, -1.65, -1.00], [1.80, 0.36, 1.95], [2.31, 0.71, -2.16], [0.63, 0.54, 0.88]],
  "e_tot_ha": -1979.88165,
  "spin_multiplicity": 1,
  "homo_ev": -8.72,
  "charge": 0,
  "gap_ev": 6.47
}

[4]
{
  "formula": "CHErF4NO4S2",
  "method": "wB97M-V/def2-TZVPD",
  "symbols": ["Er", "N", "S", "O", "O", "S", "O", "O", "C", "F", "F", "F", "F", "H"],
  "coordinates": [[0.820249, 2.587909, -0.104095], [0.651757, -0.948835, -0.002897], [1.345217, 0.048584, -1.280851], [2.771838, -0.373164, -1.245672], [0.692136, -0.257955, -2.580113], [-0.639034, -0.432258, 0.710330], [-0.635638, 1.084325, 0.759136], [-0.881208, -1.084186, 1.986703], [-2.203000, -0.729759, -0.261016], [-2.195253, -0.010994, -1.368315], [-2.274793, -2.014926, -0.556337], [-3.250136, -0.377441, 0.465027], [3.126612, 1.702304, 1.897854], [2.671259, 0.806401, 1.580252]],
  "forces_ev_per_angstrom": [[-1.04, -3.57, 0.81], [-0.25, 1.88, -0.77], [0.97, -3.29, -1.40], [-2.21, 1.82, 0.61], [0.48, 1.51, 2.62], [0.56, -3.23, 1.48], [1.39, 3.57, -0.75], [0.41, 1.41, -1.95], [-0.33, -0.48, 0.03], [0.23, 0.32, -0.41], [0.20, 0.27, 0.11], [0.14, 0.06, 0.18], [-2.96, -3.26, -2.15], [2.41, 3.00, 1.59]],
  "e_tot_ha": -2604.89260,
  "spin_multiplicity": 4,
  "homo_ev": [-13.66, -13.68],
  "charge": 1,
  "gap_ev": [5.71, 5.83]
}

[5]
{
  "formula": "CHEuO3",
  "method": "wB97M-V/def2-TZVPD",
  "symbols": ["H", "O", "O", "O", "C", "Eu"],
  "coordinates": [[0.555085, 0.470969, -2.154052], [0.806098, -0.274480, 0.612812], [1.322786, -0.194437, -1.587712], [-0.562202, 0.364627, -0.941599], [0.478089, -0.361817, -0.601564], [-1.382100, 0.364905, 1.430674]],
  "forces_ev_per_angstrom": [[3.08, -2.77, 1.51], [-0.37, -3.03, 1.41], [-1.10, -0.07, -2.50], [-3.71, -1.55, 1.48], [0.80, 7.56, -0.38], [1.30, -0.14, -1.52]],
  "e_tot_ha": -974.47112,
  "spin_multiplicity": 8,
  "relative_energy_kcal_mol": 30.9,
  "homo_ev": [-14.20, -14.39],
  "charge": 1,
  "gap_ev": [8.44, 8.80]
}

[6]
{
  "formula": "CHF2IS",
  "method": "wB97M-V/def2-TZVPD",
  "symbols": ["C", "F", "F", "S", "I", "H"],
  "coordinates": [[-0.784417, -0.417654, -0.190170], [-1.571735, -0.804044, 0.751009], [2.074899, 1.143714, 0.302085], [1.941121, -0.258390, 1.178779], [-0.967461, 1.518670, -0.971011], [-0.692408, -1.182295, -1.070692]],
  "forces_ev_per_angstrom": [[1.69, -0.64, -2.09], [-0.35, 0.02, 0.55], [0.14, -0.46, 0.44], [-1.90, 0.52, -1.51], [0.22, -0.63, 0.63], [0.21, 1.20, 1.98]],
  "e_tot_ha": -934.14990,
  "spin_multiplicity": 1,
  "relative_energy_kcal_mol": 90.8,
  "homo_ev": [-8.69, -8.69],
  "charge": 0,
  "gap_ev": [6.30, 6.31]
}

[7]
{
  "formula": "CHF2N2O3",
  "method": "wB97M-V/def2-TZVPD",
  "symbols": ["O", "N", "O", "N", "O", "C", "F", "F", "H"],
  "coordinates": [[0.690401, 1.765343, 0.471464], [-0.416499, 1.673644, -0.097662], [-1.052670, 2.619081, -0.633731], [-1.081189, 0.591105, -0.010212], [-0.438719, -0.468431, 0.704512], [0.405760, -1.265830, 0.063257], [1.514063, -1.589656, 0.728007], [-0.102952, -2.491956, -0.194412], [0.481804, -0.833299, -1.031223]],
  "forces_ev_per_angstrom": [[0.57, 0.80, -0.69], [0.58, 0.67, 1.83], [0.90, -0.15, -0.08], [-2.40, -2.20, -1.63], [0.45, 0.28, 2.21], [-0.74, 1.69, -4.46], [0.89, 0.90, 0.61], [-1.34, -1.53, 0.16], [1.08, -0.48, 2.05]],
  "e_tot_ha": -573.56550,
  "spin_multiplicity": 1,
  "relative_energy_kcal_mol": 1.4,
  "smiles": "[O-][N+]([O-])=NOC(F)F",
  "homo_ev": -4.83,
  "charge": -1,
  "gap_ev": 9.05
}

[8]
{
  "formula": "CHF2NO3",
  "method": "wB97M-V/def2-TZVPD",
  "symbols": ["C", "N", "O", "O", "O", "F", "F", "H"],
  "coordinates": [[-0.317447, 0.996466, -0.834512], [-0.815165, -0.224397, -1.619238], [-1.562735, -0.062187, -2.530828], [-0.406142, -1.253058, -1.092897], [-0.048013, 0.748901, 0.375458], [1.219539, 1.514748, -1.717881], [-1.022154, 2.058436, -1.044491], [0.256175, -0.017967, 0.773998]],
  "forces_ev_per_angstrom": [[3.04, 1.17, -2.43], [0.86, -0.37, 1.15], [0.12, -0.11, -0.18], [-0.53, 0.37, -1.02], [-1.03, 4.03, 0.29], [-3.54, -1.68, 1.96], [0.06, -0.49, 0.17], [1.02, -2.92, 0.06]],
  "e_tot_ha": -518.74900,
  "spin_multiplicity": 1,
  "relative_energy_kcal_mol": 54.6,
  "homo_ev": -12.40,
  "charge": 0,
  "gap_ev": 10.97
}

[9]
{
  "formula": "CHF2O3S",
  "method": "wB97M-V/def2-TZVPD",
  "symbols": ["C", "O", "O", "O", "F", "F", "S", "H"],
  "coordinates": [[0.289586, -0.109221, -1.285331], [-0.332783, 1.487866, 1.338372], [0.285745, -0.574625, 2.587026], [-0.729142, -0.725745, 0.315939], [1.510997, -0.575086, -1.424105], [-0.518261, -0.477641, -2.301850], [-0.703549, 0.075542, 1.694731], [0.197407, 0.898909, -0.924781]],
  "forces_ev_per_angstrom": [[-2.49, -0.83, 2.71], [0.25, -0.61, -0.20], [0.12, 0.33, -0.46], [1.71, -0.02, -3.80], [-0.50, -0.23, -0.06], [1.07, 0.20, 0.99], [-0.29, 0.71, 1.18], [0.14, 0.45, -0.35]],
  "e_tot_ha": -862.32411,
  "spin_multiplicity": 1,
  "relative_energy_kcal_mol": 65.6,
  "homo_ev": [-3.27, -3.28],
  "charge": -1,
  "gap_ev": [7.12, 7.12]
}

[10]
{
  "formula": "CHF3",
  "method": "wB97M-V/def2-TZVPD",
  "symbols": ["F", "C", "F", "F", "H"],
  "coordinates": [[0.006683, 1.203784, -0.567926], [0.031198, -0.006447, -0.007794], [-0.809328, -0.151979, 1.010298], [-0.266589, -0.918333, -0.921541], [1.038036, -0.127026, 0.486963]],
  "forces_ev_per_angstrom": [[-0.75, 0.06, 0.09], [2.47, -0.36, 1.31], [-1.14, 0.59, 0.02], [0.06, -0.05, -0.27], [-0.64, -0.24, -1.16]],
  "e_tot_ha": -338.30625,
  "spin_multiplicity": 1,
  "relative_energy_kcal_mol": 3.4,
  "smiles": "FC(F)F",
  "homo_ev": -13.47,
  "charge": 0,
  "gap_ev": 14.57
}

[11]
{
  "formula": "CHF3GaNOS2",
  "method": "wB97M-V/def2-TZVPD",
  "symbols": ["N", "S", "S", "C", "F", "F", "F", "Ga", "O", "H"],
  "coordinates": [[-1.316626, -1.389553, 1.325843], [0.097029, -0.863514, 2.265072], [-2.030182, -0.236223, 0.504931], [1.260607, 0.040791, -1.186635], [2.308286, 0.891967, -1.432264], [1.830901, -1.195841, -1.305696], [0.526042, 0.156632, -2.343645], [0.452926, 0.820555, 0.690575], [-1.168770, 0.916240, -0.180055], [-1.960213, 0.858947, 1.661874]],
  "forces_ev_per_angstrom": [[1.43, 0.75, -0.54], [-1.10, 0.87, -1.36], [-0.72, 1.91, 4.07], [1.68, 0.45, -1.74], [0.38, 0.38, 0.25], [-0.84, 0.52, 1.04], [-0.33, -0.06, 1.55], [0.25, -2.86, -1.05], [0.61, -0.11, -1.38], [-1.37, -1.86, -0.83]],
  "e_tot_ha": -3189.31628,
  "spin_multiplicity": 1,
  "relative_energy_kcal_mol": 51.7,
  "homo_ev": [-9.13, -9.13],
  "charge": 0,
  "gap_ev": [5.97, 5.97]
}

[12]
{
  "formula": "CHF3N2S",
  "method": "wB97M-V/def2-TZVPD",
  "symbols": ["F", "C", "F", "F", "S", "H", "N", "N"],
  "coordinates": [[-0.983942, 1.890952, 0.598315], [-1.085270, 0.713086, -0.054756], [-2.285124, 0.662244, -0.627021], [-0.114675, 0.673584, -1.007472], [-0.836645, -0.639545, 1.204255], [-0.906506, -1.575418, 0.399858], [2.766108, -1.302789, -0.274596], [3.446054, -0.422115, -0.238581]],
  "forces_ev_per_angstrom": [[-0.01, -0.60, -0.42], [0.82, -0.47, 0.83], [0.37, 0.01, -0.24], [-1.00, 0.12, 0.48], [0.07, 3.55, 1.88], [-0.23, -2.62, -2.54], [2.13, 2.78, 0.11], [-2.15, -2.77, -0.11]],
  "e_tot_ha": -846.03744,
  "spin_multiplicity": 1,
  "relative_energy_kcal_mol": 4.5,
  "smiles": "FC(F)(F)S.N#N",
  "homo_ev": -10.52,
  "charge": 0,
  "gap_ev": 11.17
}

[13]
{
  "formula": "CHF3N3",
  "method": "wB97M-V/def2-TZVPD",
  "symbols": ["C", "N", "N", "N", "F", "F", "F", "H"],
  "coordinates": [[-4.042668, 0.356712, -0.218945], [-4.127244, -0.960189, -0.073103], [-3.179413, -0.384568, -0.777982], [0.144830, 0.750459, -0.590978], [-4.462943, 1.484312, 0.089877], [-1.141109, 0.815600, 0.001226], [0.753198, -0.379771, -0.024345], [0.820064, 1.469832, -0.307230]],
  "forces_ev_per_angstrom": [[-2.07, 1.14, 2.02], [-0.70, 0.58, 0.44], [2.60, -1.35, -2.24], [0.60, -2.10, -1.71], [0.18, -0.48, -0.36], [1.34, 0.73, 0.75], [-0.84, 0.90, -0.11], [-1.10, 0.58, 1.20]],
  "e_tot_ha": -501.93703,
  "spin_multiplicity": 1,
  "relative_energy_kcal_mol": 71.3,
  "homo_ev": -14.84,
  "charge": 1,
  "gap_ev": 6.22
}

[14]
{
  "formula": "CHF3NO2S",
  "method": "wB97M-V/def2-TZVPD",
  "symbols": ["C", "N", "O", "O", "F", "F", "F", "S", "H"],
  "coordinates": [[0.749342, 0.614331, -1.267613], [-0.128538, 1.169605, -0.398043], [1.603542, 0.533330, 1.639284], [-0.643095, 1.507723, 2.074439], [1.380620, -0.539102, -0.986541], [0.176967, 0.278026, -2.499940], [1.880004, 1.382791, -1.677470], [0.597626, 1.617711, 1.339938], [-1.127084, 1.318550, -0.723270]],
  "forces_ev_per_angstrom": [[0.58, -0.30, -2.56], [-0.11, -0.48, -0.66], [-1.87, 1.49, -0.76], [-0.98, -0.17, 0.68], [-0.17, -0.50, 1.34], [-0.59, 0.73, 0.29], [-1.11, 0.36, 0.71], [2.17, -0.77, 0.27], [2.09, -0.37, 0.69]],
  "e_tot_ha": -941.79921,
  "spin_multiplicity": 1,
  "relative_energy_kcal_mol": 3.0,
  "homo_ev": -4.53,
  "charge": -1,
  "gap_ev": 8.59
}

[15]
{
  "formula": "CHF3O2S",
  "method": "wB97M-V/def2-TZVPD",
  "symbols": ["O", "S", "O", "C", "F", "F", "F", "H"],
  "coordinates": [[3.596804, -0.659217, 0.907145], [2.546960, -0.638740, 0.034920], [2.459349, -1.476863, -1.149041], [2.545716, 1.172366, -0.376971], [1.374419, 1.468491, -0.973991], [2.464472, 1.728715, 0.803389], [-0.087683, -0.349019, 0.178622], [-0.647361, -0.506674, -0.539387]],
  "forces_ev_per_angstrom": [[4.43, -1.31, 3.88], [-3.05, -1.34, -4.95], [0.13, 0.60, 1.30], [-2.72, 0.81, -0.26], [1.09, 0.30, -0.35], [0.58, 1.07, 0.28], [-0.41, -0.09, 0.20], [-0.06, -0.02, -0.11]],
  "e_tot_ha": -886.83348,
  "spin_multiplicity": 1,
  "relative_energy_kcal_mol": 82.2,
  "smiles": "O=S(=O)=C(F)F.F",
  "homo_ev": [-10.10, -10.34],
  "charge": 0,
  "gap_ev": [8.05, 8.19]
}

[16]
{
  "formula": "CHF4P",
  "method": "wB97M-V/def2-TZVPD",
  "symbols": ["C", "F", "F", "F", "F", "P", "H"],
  "coordinates": [[-0.533549, -0.803527, -0.295082], [-1.738454, -0.608531, -0.610462], [-0.465843, -1.563136, 0.815223], [0.116858, -1.446732, -1.243484], [1.727679, 1.887866, -0.267884], [0.247076, 1.743662, 0.386818], [0.646234, 0.790399, 1.214871]],
  "forces_ev_per_angstrom": [[2.92, 1.31, 1.46], [-3.02, 0.20, -0.88], [0.02, 0.41, -0.01], [0.29, 0.11, -0.45], [-0.72, 0.14, 0.01], [-0.12, -0.90, -2.29], [0.63, -1.27, 2.16]],
  "e_tot_ha": -779.43921,
  "spin_multiplicity": 1,
  "relative_energy_kcal_mol": 52.9,
  "homo_ev": [-9.72, -9.21],
  "charge": 0,
  "gap_ev": [8.58, 8.25]
}

[17]
{
  "formula": "CHF4P",
  "method": "wB97M-V/def2-TZVPD",
  "symbols": ["F", "P", "C", "F", "F", "F", "H"],
  "coordinates": [[-0.294083, 1.791237, -0.875644], [-0.690566, 0.255046, -1.224632], [0.455036, -0.429682, 0.438210], [0.888117, 0.497379, 1.283233], [1.534850, -0.931047, -0.215083], [-0.101515, -1.445621, 1.122667], [-1.791838, 0.262688, -0.528750]],
  "forces_ev_per_angstrom": [[-0.23, -0.27, -0.57], [3.99, 0.22, 1.18], [-0.77, -0.18, -2.56], [-0.41, -0.11, -0.15], [0.18, -0.04, 0.53], [0.04, 0.47, -0.06], [-2.80, -0.08, 1.64]],
  "e_tot_ha": -779.51221,
  "spin_multiplicity": 1,
  "relative_energy_kcal_mol": 7.1,
  "smiles": "FPC(F)(F)F",
  "homo_ev": -10.80,
  "charge": 0,
  "gap_ev": 10.81
}

[18]
{
  "formula": "CHFI2S",
  "method": "wB97M-V/def2-TZVPD",
  "symbols": ["F", "C", "I", "S", "I", "H"],
  "coordinates": [[-1.133678, -0.748352, -1.265286], [-0.471962, -0.442604, -0.243337], [-1.394741, 1.601250, 0.869872], [1.238847, -0.175161, -0.911104], [2.317938, 0.793571, 0.850777], [-0.556406, -1.028704, 0.699079]],
  "forces_ev_per_angstrom": [[-2.56, -1.18, -2.17], [2.88, 2.59, 3.47], [0.49, -1.34, -0.98], [-1.45, -0.46, -0.18], [0.72, 0.40, 0.97], [-0.08, -0.01, -1.11]],
  "e_tot_ha": -1132.09954,
  "spin_multiplicity": 1,
  "relative_energy_kcal_mol": 17.3,
  "smiles": "F[C@H](I)SI",
  "homo_ev": -9.09,
  "charge": 0,
  "gap_ev": 8.15
}

[19]
{
  "formula": "CHFIPS",
  "method": "wB97M-V/def2-TZVPD",
  "symbols": ["F", "P", "I", "C", "S", "H"],
  "coordinates": [[-1.457882, -1.059560, 1.402781], [-0.440227, 0.248302, 0.955662], [1.724333, -0.490985, 1.784078], [0.027415, 0.259012, -1.041665], [0.243039, 1.720947, -1.559421], [-0.096679, -0.677715, -1.541435]],
  "forces_ev_per_angstrom": [[1.71, 1.47, -1.15], [-0.92, -0.73, -0.60], [-0.08, -0.16, -0.13], [-1.42, -0.84, 3.03], [0.39, 0.70, -0.49], [0.32, -0.43, -0.66]],
  "e_tot_ha": -1175.79111,
  "spin_multiplicity": 1,
  "relative_energy_kcal_mol": 12.0,
  "smiles": "FP(I)C=S",
  "homo_ev": -9.02,
  "charge": 0,
  "gap_ev": 7.80
}

[20]
{
  "formula": "CHFNO3",
  "method": "wB97M-V/def2-TZVPD",
  "symbols": ["C", "N", "O", "O", "O", "F", "H"],
  "coordinates": [[2.373522, -0.071643, -0.037227], [1.390949, -0.704453, 0.496641], [2.480478, -1.438965, -0.362593], [2.969035, 0.938015, -0.199772], [-1.156575, 0.025339, -0.769935], [-2.131010, -0.448839, 0.070843], [-0.309413, -0.112628, -0.413269]],
  "forces_ev_per_angstrom": [[-1.28, -2.56, 0.80], [-1.28, 0.71, 0.48], [0.98, 0.33, -0.75], [1.39, 1.75, -0.68], [-2.15, 1.86, -3.66], [-0.38, -0.70, 1.35], [2.72, -1.39, 2.47]],
  "e_tot_ha": -418.89751,
  "spin_multiplicity": 1,
  "relative_energy_kcal_mol": 57.5,
  "homo_ev": -3.59,
  "charge": -1,
  "gap_ev": 8.02
}